Entry 1:
DFT (wB97M-V/def2-TZVPD) results for C3H8O2 in the gas phase.

```
! wB97M-V def2-TZVPD RIJCOSX def2/J DEFGRID3
* xyz 0 1
O 0.40278 0.22036 0.79455
O -1.46726 0.95012 -0.58466
C -1.62130 -0.41671 -0.33163
C -0.20435 -0.86670 0.00959
C 1.67153 0.75106 0.38699
H 0.33386 -0.92548 -0.94300
H 2.47272 0.21483 0.90148
H -0.21259 -1.84373 0.51322
H 1.81387 0.68181 -0.69876
H -0.68236 1.10086 0.05210
H -1.87779 -1.05862 -1.19302
H -2.38995 -0.62589 0.43580
H 1.76084 1.81808 0.65734
*
```

Output
Energy relative to the best compared isomer or geometry (same formula, charge and spin), eV: 1.822
Molecular weight, g mol⁻¹: 76.09
Lowest unoccupied orbital energy, eV: 1.00
SMILES: COCCO

---

Entry 2:
DFT (wB97M-V/def2-TZVPD) results for 2 unconnected molecules or ions with the total composition CH3NO.

```
! wB97M-V def2-TZVPD RIJCOSX def2/J DEFGRID3
* xyz 0 1
O 1.22196 -0.30765 -1.61045
N -1.77792 0.57080 0.55369
C 1.14022 -0.33018 -0.44165
H 1.74620 -0.44012 0.41266
H -1.28248 0.01321 1.22781
H -1.04799 0.49395 -0.14206
*
```

Output
Energy relative to the best compared isomer or geometry (same formula, charge and spin), eV: 4.936
Molecular weight, g mol⁻¹: 45.04
Lowest unoccupied orbital energy (alpha / beta), eV: 0.07 / -0.67

---

Entry 3:
DFT (wB97M-V/def2-TZVPD) results for 2 unconnected molecules or ions with the total composition C3H9O2.

```
! wB97M-V def2-TZVPD RIJCOSX def2/J DEFGRID3
* xyz -1 1
O 0.02888 1.95174 -0.75810
O 0.39538 -2.58335 0.75430
C -1.26605 1.90553 -1.14794
C 1.31388 -0.36095 0.33388
C 0.32039 -1.17491 1.14768
H 1.38699 -0.88595 -0.62131
H -1.63445 0.87692 -1.38854
H -0.70071 -0.83368 0.96800
H -1.95206 2.32437 -0.34656
H 0.46311 -1.29824 2.22088
H 1.01669 0.67925 -0.00105
H -1.48588 2.58265 -2.01786
H -0.18301 -2.81797 0.04833
H 2.29683 -0.36542 0.80830
*
```

Output
Energy relative to the best compared isomer or geometry (same formula, charge and spin), eV: 1.578
Molecular weight, g mol⁻¹: 77.10
Lowest unoccupied orbital energy, eV: 3.90

---

Entry 4:
DFT (wB97M-V/def2-TZVPD) results for a molecular structure, C18H20F11N4O2PRuS2SbSe.

```
! wB97M-V def2-TZVPD RIJCOSX def2/J DEFGRID3
* xyz 1 5
Sb 3.75559 -1.20666 1.34081
Ru 0.34457 -0.07105 1.35641
Se 0.89203 2.23542 0.79833
S 0.97124 2.12588 -1.66694
S -0.01506 -1.01198 -0.67775
P 0.62160 0.22567 -2.21710
F -4.41784 5.07184 0.76557
F 1.94857 -2.00652 1.59973
F -2.01986 1.08190 1.20976
F 3.17706 -0.10098 2.78746
F 4.37534 -2.49239 2.55152
F 3.99217 -2.25125 -0.19931
F 2.71881 0.05225 0.24794
F -4.35656 2.37682 1.11845
F -2.09566 6.46261 0.55189
F 0.26883 5.15190 0.63254
F 5.30769 -0.19850 1.15272
O 1.95361 -0.30794 -2.80656
O -0.41507 0.09421 -3.40731
N 0.52153 0.39143 3.41545
N -0.81546 -1.60867 2.20777
N 1.12256 -0.72875 5.19775
N -0.67371 -3.06676 3.82610
C -0.86815 4.47083 0.74440
C -2.01238 2.41759 1.02999
C -3.26177 4.44156 0.81627
C 2.28647 -1.48545 -3.62509
C 0.45694 -0.78959 4.03571
C -2.07188 5.14868 0.70238
C 1.75150 -2.76224 -3.01048
C 1.25289 1.22323 4.21571
C -1.44479 -3.63471 2.83991
C -1.86961 0.31588 -3.52071
C -0.80509 3.08591 0.88931
C 1.82186 -1.28124 -5.05439
C -1.52222 -2.71793 1.83614
C 1.62664 0.53959 5.33204
C -2.67818 -0.87918 -3.03746
C -0.30224 -1.84608 3.41206
C -3.22916 3.06576 0.99116
C -2.33464 1.60705 -2.87452
H -2.76029 -0.87837 -1.95379
H -2.23529 1.54788 -1.79009
H 2.06754 -0.27568 -5.39471
H -2.03756 -2.77418 0.89311
H -1.86990 -4.61775 2.93355
H 0.74671 -1.42956 -5.14365
H -1.98697 0.38748 -4.60120
H 2.32711 -1.99694 -5.70245
H -2.21979 -1.81232 -3.36608
H 1.47874 2.23424 3.92599
H 1.29650 -1.49086 5.83238
H -1.76208 2.46163 -3.22873
H 3.37404 -1.48277 -3.58665
H -0.39144 -3.53077 4.67418
H 2.12995 -3.61345 -3.57638
H 2.21803 0.84290 6.17715
H -3.68436 -0.82407 -3.45350
H 0.66037 -2.77900 -3.05189
H 2.07718 -2.86653 -1.97690
H -3.38667 1.75999 -3.11807
*
```

Output
Energy relative to the best compared isomer or geometry (same formula, charge and spin), eV: 0.765
Molecular weight, g mol⁻¹: 930.26
Lowest unoccupied orbital energy (alpha / beta), eV: -3.72 / -5.15

---

Copy entry 1 word for word.
DFT (wB97M-V/def2-TZVPD) results for C3H8O2 in the gas phase.

```
! wB97M-V def2-TZVPD RIJCOSX def2/J DEFGRID3
* xyz 0 1
O 0.40278 0.22036 0.79455
O -1.46726 0.95012 -0.58466
C -1.62130 -0.41671 -0.33163
C -0.20435 -0.86670 0.00959
C 1.67153 0.75106 0.38699
H 0.33386 -0.92548 -0.94300
H 2.47272 0.21483 0.90148
H -0.21259 -1.84373 0.51322
H 1.81387 0.68181 -0.69876
H -0.68236 1.10086 0.05210
H -1.87779 -1.05862 -1.19302
H -2.38995 -0.62589 0.43580
H 1.76084 1.81808 0.65734
*
```

Output
Energy relative to the best compared isomer or geometry (same formula, charge and spin), eV: 1.822
Molecular weight, g mol⁻¹: 76.09
Lowest unoccupied orbital energy, eV: 1.00
SMILES: COCCO